14
Properties=species:S:1:pos:R:3 method="wB97M-V/def2-TZVPD" homo_energy_ev=-10.58 e_above_lowest_kj_mol=628.96 total_energy_ev=-8366.76306 total_charge=0 spin_multiplicity=1 max_force_ev_per_a=19.6
C 1.515 1.149 0.116
C 0.086 0.579 -0.497
C -1.166 1.502 -0.350
C -0.248 -0.722 0.153
H 1.901 0.392 0.508
H 1.047 2.130 1.187
H 2.150 1.451 -0.850
H 0.216 0.383 -1.493
H -0.421 2.642 -0.709
H -1.358 1.470 0.741
H -2.052 1.061 -0.694
H 0.424 -2.330 0.139
O 0.713 -1.681 -0.173
O -1.091 -1.101 0.753

113
Properties=species:S:1:pos:R:3 method="wB97M-V/def2-TZVPD" homo_energy_ev="-12.62 / -12.62" e_above_lowest_kj_mol=0.00 total_energy_ev=-173824.22071 total_charge=+2 spin_multiplicity=5 max_force_ev_per_a=1.6
Co -0.045 0.227 0.130
O 3.832 -0.644 -0.245
C 2.792 -0.222 0.192
N 1.622 -0.905 0.351
C 1.623 -2.257 0.171
O 2.548 -3.017 0.298
C 0.247 -2.738 -0.227
C 0.002 -4.100 -0.335
C -1.260 -4.513 -0.729
C -2.209 -3.548 -1.036
C -1.868 -2.206 -0.920
N -0.671 -1.812 -0.501
C 2.611 1.228 0.566
C 3.654 2.131 0.414
C 3.421 3.462 0.727
C 2.184 3.817 1.244
C 1.210 2.838 1.390
N 1.407 1.583 1.011
H 0.800 -4.790 -0.109
H -1.493 -5.564 -0.810
H -3.199 -3.830 -1.358
H -2.576 -1.425 -1.168
H 4.608 1.779 0.057
H 4.192 4.203 0.587
H 1.968 4.832 1.539
H 0.248 3.068 1.829
C 1.889 -2.086 -3.375
C 2.276 -0.741 -3.962
C 2.987 -0.885 -5.295
O 1.061 0.033 -4.188
P 0.631 1.122 -3.132
O 0.913 0.766 -1.721
C -1.142 1.331 -3.484
P -1.974 2.062 -2.036
O -1.485 1.554 -0.716
O -1.927 3.631 -2.145
C -0.906 4.527 -1.653
C -0.975 5.761 -2.541
C -1.186 4.848 -0.192
O -3.452 1.667 -2.374
C -4.677 2.110 -1.746
C -4.578 2.036 -0.232
C -5.051 3.499 -2.233
O 1.389 2.474 -3.427
C 1.882 2.867 -4.739
C 3.396 2.990 -4.659
C 1.230 4.184 -5.126
H 2.778 -2.600 -3.022
H 1.394 -2.697 -4.124
H 1.214 -1.933 -2.537
H 2.891 -0.193 -3.237
H 2.339 -1.387 -6.008
H 3.883 -1.483 -5.159
H 3.269 0.084 -5.696
H -1.589 0.356 -3.674
H -1.300 1.960 -4.355
H 0.067 4.031 -1.746
H -1.948 6.237 -2.445
H -0.831 5.482 -3.580
H -0.208 6.474 -2.260
H -2.155 5.332 -0.096
H -0.422 5.514 0.196
H -1.192 3.926 0.382
H -5.415 1.385 -2.110
H -3.885 2.796 0.127
H -4.215 1.056 0.069
H -5.557 2.206 0.208
H -4.324 4.228 -1.889
H -6.034 3.770 -1.858
H -5.075 3.515 -3.318
H 1.607 2.083 -5.454
H 3.676 3.788 -3.977
H 3.790 3.215 -5.646
H 3.841 2.063 -4.307
H 1.477 4.952 -4.396
H 0.150 4.077 -5.185
H 1.599 4.498 -6.098
Cl -0.731 7.286 3.156
C -1.438 5.837 3.757
C -0.625 4.799 4.197
C -1.208 3.623 4.632
C -2.588 3.452 4.644
C -3.169 2.132 5.097
C -3.909 1.412 3.930
N -2.991 0.631 3.148
C -2.778 -0.709 3.262
C -1.762 -1.017 2.407
N -1.347 0.121 1.777
C -2.110 1.092 2.249
O -4.054 2.302 6.180
C -3.749 1.532 7.331
C -3.712 0.058 7.039
C -4.828 -0.678 6.701
Cl -6.428 -0.106 6.622
S -4.443 -2.334 6.337
C -2.781 -2.025 6.628
C -2.543 -0.730 6.986
C -3.388 4.523 4.239
Cl -5.106 4.408 4.282
C -2.819 5.707 3.791
H 0.445 4.920 4.216
H -0.573 2.819 4.972
H -2.338 1.482 5.403
H -4.414 2.145 3.299
H -4.659 0.750 4.366
H -3.356 -1.328 3.916
H -1.312 -1.969 2.213
H -2.064 2.119 1.951
H -4.547 1.768 8.038
H -2.789 1.844 7.761
H -2.066 -2.818 6.526
H -1.563 -0.357 7.223
H -3.455 6.520 3.481